1.
The following is a quantum chemistry calculation of C30H80N5O14SSr as an isolated structure, from the OMol25 dataset.

The geometry in XYZ format:
```
131
C30H80N5O14SSr the ωB97M-V functional and the def2-TZVPD basis
Sr 3.380 -0.134 -2.975
S 1.271 -0.455 -0.692
O 1.394 0.175 0.606
O 2.382 -1.300 -0.983
O 0.067 -1.246 -0.710
O 1.340 0.508 -1.794
C 1.293 0.928 5.788
O 0.997 1.148 4.381
C 1.655 2.204 3.622
C 3.130 1.913 3.291
N 3.291 0.625 2.467
H 2.977 -0.219 2.923
H 2.676 0.607 1.666
C 4.705 0.191 1.970
C 5.741 0.059 3.021
O 6.147 1.274 3.739
C 7.460 1.234 4.338
H 2.232 0.481 6.116
H 0.427 0.412 6.202
H 1.124 1.902 6.248
H 1.539 3.087 4.251
H 1.197 2.421 2.656
H 3.687 1.811 4.223
H 3.661 2.735 2.812
H 5.056 0.953 1.273
H 4.635 -0.711 1.363
H 6.573 -0.509 2.606
H 5.378 -0.507 3.879
H 7.796 0.234 4.614
H 7.353 1.877 5.212
H 8.204 1.707 3.697
C -3.559 2.719 -1.455
O -2.959 1.735 -2.382
C -1.578 1.809 -2.407
C -1.152 0.855 -3.489
N -1.425 -0.596 -2.891
H -0.900 -0.690 -2.033
H -2.423 -0.624 -2.740
C -0.966 -1.742 -3.832
C -2.182 -2.192 -4.713
O -2.909 -1.183 -5.354
C -4.295 -1.455 -5.464
H -3.524 3.728 -1.865
H -3.056 2.735 -0.488
H -4.589 2.364 -1.442
H -1.032 1.673 -1.473
H -1.300 2.797 -2.774
H -0.084 0.860 -3.710
H -1.762 0.903 -4.391
H -0.629 -2.434 -3.061
H -0.079 -1.429 -4.383
H -2.821 -2.704 -3.993
H -1.818 -2.924 -5.434
H -4.788 -1.414 -4.493
H -4.450 -2.478 -5.808
H -4.582 -0.644 -6.133
C -3.585 5.583 -3.946
O -2.661 6.016 -2.918
C -3.063 7.357 -2.529
C -1.951 7.923 -1.587
N -1.393 6.822 -0.721
H -2.105 6.591 -0.042
H -1.389 5.996 -1.302
C -0.081 7.009 -0.126
C 0.369 5.676 0.357
O 0.464 4.731 -0.708
C 0.717 3.400 -0.238
H -4.500 5.197 -3.497
H -3.189 4.681 -4.411
H -3.819 6.356 -4.678
H -4.044 7.310 -2.056
H -3.137 8.073 -3.348
H -2.308 8.821 -1.082
H -1.128 8.213 -2.240
H -0.062 7.963 0.401
H 0.538 7.293 -0.976
H -0.304 5.365 1.157
H 1.391 5.638 0.735
H 0.848 2.756 -1.108
H -0.039 2.825 0.297
H 1.625 3.253 0.346
C -3.823 1.485 2.249
O -3.069 0.328 2.095
C -1.618 0.514 2.047
C -0.982 -0.769 2.541
N -1.154 -2.046 1.666
H -0.791 -1.939 0.730
H -0.511 -2.702 2.085
C -2.598 -2.542 1.660
C -3.266 -2.774 3.049
O -2.390 -3.489 3.911
C -3.144 -3.986 5.037
H -3.688 1.972 3.214
H -4.869 1.184 2.187
H -3.596 2.210 1.467
H -1.211 1.321 2.655
H -1.219 0.869 1.097
H -1.453 -0.979 3.501
H 0.092 -0.607 2.633
H -2.472 -3.445 1.062
H -3.212 -1.837 1.100
H -4.291 -3.143 3.060
H -3.341 -1.794 3.520
H -2.631 -4.841 5.478
H -4.083 -4.343 4.616
H -3.415 -3.330 5.864
C 5.035 -7.233 -0.377
O 4.713 -6.365 -1.401
C 4.431 -4.971 -1.118
C 3.046 -4.645 -0.530
N 1.890 -5.338 -1.397
H 1.998 -5.008 -2.346
H 1.963 -6.346 -1.393
C 0.634 -4.720 -0.719
C -0.624 -5.429 -1.327
O -0.710 -4.993 -2.699
C -1.518 -5.820 -3.532
H 5.611 -8.062 -0.788
H 4.109 -7.693 -0.033
H 5.419 -6.653 0.462
H 4.649 -4.716 -2.155
H 5.182 -4.453 -0.521
H 3.061 -3.558 -0.617
H 2.901 -4.823 0.535
H 0.436 -3.651 -0.797
H 0.691 -5.070 0.312
H -1.558 -5.120 -0.858
H -0.414 -6.495 -1.412
H -1.156 -5.652 -4.546
H -2.560 -5.546 -3.360
H -1.596 -6.879 -3.289
```

LUMO energy (spin up / spin down) (Eh): -0.29957 / -0.31320
Gap between HOMO and LUMO (spin up / spin down) (eV): 5.1 / 8.9
F_max (hartree/bohr): 0.098
Spin multiplicity: 2
Total charge: +4
Electronic energy (eV): -80152.062


2.
The following is a quantum chemistry calculation of a 10-piece molecular cluster, C30H80O20 overall, from the OMol25 dataset.

The geometry in XYZ format:
```
130
C30H80O20 the ωB97M-V functional and the def2-TZVPD basis
C 3.317 -2.576 -2.924
O 2.477 -3.458 -2.197
C 2.598 -3.295 -0.786
C 2.647 -4.683 -0.189
O 1.467 -5.423 -0.548
C 1.459 -6.731 -0.061
H 4.411 -2.776 -2.794
H 3.043 -1.606 -2.697
H 3.164 -2.753 -3.994
H 1.751 -2.768 -0.358
H 3.549 -2.794 -0.513
H 2.736 -4.554 0.899
H 3.554 -5.215 -0.525
H 2.461 -7.203 -0.087
H 0.660 -7.223 -0.671
H 1.199 -6.790 0.954
C -0.164 2.090 5.071
O 1.147 1.792 5.515
C 1.507 2.414 6.692
C 2.734 1.778 7.221
O 2.593 0.549 7.872
C 3.625 0.181 8.727
H -0.291 1.410 4.165
H -0.291 3.129 4.839
H -0.816 1.758 5.937
H 0.695 2.328 7.480
H 1.639 3.480 6.558
H 3.149 2.531 7.868
H 3.491 1.651 6.378
H 4.642 0.279 8.304
H 3.297 -0.934 8.895
H 3.512 0.710 9.681
C -2.864 0.598 1.846
O -2.872 1.723 0.969
C -3.045 2.929 1.633
C -3.117 4.087 0.628
O -3.312 5.240 1.410
C -3.555 6.326 0.494
H -2.318 0.740 2.774
H -2.403 -0.231 1.265
H -3.932 0.330 2.068
H -2.202 3.148 2.383
H -3.932 2.997 2.279
H -4.058 3.823 -0.065
H -2.266 4.244 -0.042
H -2.628 6.675 0.044
H -3.924 7.180 1.082
H -4.285 6.048 -0.210
C 4.371 0.819 -0.654
O 3.274 0.763 0.236
C 3.386 1.120 1.571
C 2.934 -0.026 2.497
O 3.966 -1.023 2.748
C 4.878 -0.614 3.703
H 4.677 -0.164 -0.922
H 5.218 1.477 -0.351
H 4.041 1.220 -1.637
H 2.640 1.971 1.620
H 4.373 1.469 1.851
H 2.122 -0.494 2.025
H 2.679 0.535 3.366
H 4.876 -1.310 4.529
H 4.594 0.358 4.150
H 5.886 -0.393 3.315
C -1.157 -6.947 -6.709
O -1.534 -6.407 -5.485
C -0.355 -6.184 -4.698
C -0.750 -5.700 -3.308
O -1.451 -4.407 -3.335
C -0.729 -3.326 -3.871
H -0.969 -8.043 -6.548
H -0.224 -6.531 -7.176
H -1.973 -6.856 -7.424
H 0.346 -5.488 -5.223
H 0.263 -7.038 -4.664
H 0.125 -5.522 -2.708
H -1.454 -6.454 -2.820
H -1.008 -2.402 -3.421
H -1.096 -3.186 -4.862
H 0.372 -3.441 -3.889
O -3.657 1.934 -1.910
C -4.310 0.690 -2.167
C -3.779 0.204 -3.485
O -2.383 -0.131 -3.433
H -3.352 1.864 -1.050
H -4.027 -0.027 -1.364
H -5.329 0.877 -2.260
H -3.960 0.939 -4.301
H -4.127 -0.764 -3.892
H -1.803 0.605 -3.069
O -0.059 4.558 -3.074
C -1.512 4.500 -2.951
C -2.093 3.832 -4.192
O -3.521 3.731 -4.035
H 0.162 5.498 -3.250
H -1.786 3.890 -2.100
H -2.018 5.452 -2.872
H -1.615 2.877 -4.187
H -1.973 4.410 -5.090
H -3.647 3.149 -3.193
O 0.457 5.654 -0.210
C 1.496 5.252 0.758
C 1.002 4.122 1.673
O 0.046 4.523 2.551
H 0.366 4.858 -0.798
H 2.382 4.913 0.178
H 1.697 6.158 1.321
H 1.869 3.695 2.250
H 0.668 3.273 1.023
H -0.713 4.965 2.054
O -2.464 -4.780 -0.707
C -3.497 -3.796 -0.570
C -2.964 -2.374 -0.444
O -1.808 -2.220 0.349
H -1.911 -4.555 -1.462
H -4.173 -3.922 -1.405
H -4.018 -4.061 0.369
H -3.834 -1.830 0.050
H -2.923 -1.822 -1.367
H -1.483 -3.078 0.678
O -0.751 2.171 -0.720
C 0.396 1.642 -1.376
C 0.485 0.133 -1.239
O 0.240 -0.215 0.108
H -0.885 1.664 0.120
H 0.480 2.046 -2.347
H 1.286 2.034 -0.822
H 1.449 -0.204 -1.615
H -0.287 -0.336 -1.869
H -0.390 -0.926 0.163
```

SMILES: COCCOC.COCCOC.COCCOC.COCCOC.COCCOC.OCCO.OCCO.OCCO.OCCO.OCCO
LUMO energy (Eh): 0.02391
Gap between HOMO and LUMO (eV): 9.8
F_max (hartree/bohr): 0.064
Total charge: 0
Electronic energy (eV): -73346.798


3.
The following is a quantum chemistry calculation of C30H82N4O14V as an isolated structure, from the OMol25 dataset.

The geometry in XYZ format:
```
131
C30H82N4O14V the ωB97M-V functional and the def2-TZVPD basis
V -0.570 -2.252 -0.715
O 0.123 -0.518 -1.804
C 0.571 0.453 -0.825
C -0.025 0.328 0.672
O -0.331 -1.021 1.042
H 0.483 1.472 -1.202
H 1.615 0.174 -0.679
H -0.955 0.896 0.651
H 0.593 0.836 1.412
C 3.661 -2.987 -0.311
C 2.390 -2.966 -1.177
C 2.543 -3.992 -2.321
O 1.527 -3.988 -3.311
C 1.690 -5.109 -4.169
N 1.262 -3.379 -0.371
H 4.489 -2.520 -0.844
H 3.893 -4.014 -0.030
H 3.584 -2.299 0.531
H 2.186 -2.024 -1.686
H 2.783 -5.004 -1.994
H 3.460 -3.627 -2.784
H 1.460 -6.053 -3.676
H 2.732 -5.208 -4.471
H 1.077 -4.955 -5.057
H 1.626 -3.217 0.557
H 1.399 -4.379 -0.331
C 3.333 0.574 3.920
C 4.143 0.767 2.607
C 3.649 1.928 1.702
O 4.421 2.100 0.542
C 4.604 0.984 -0.305
N 5.550 0.997 2.882
H 3.718 -0.200 4.584
H 2.311 0.310 3.647
H 3.416 1.465 4.542
H 4.150 -0.158 2.030
H 3.593 2.880 2.230
H 2.604 1.729 1.465
H 5.595 0.593 -0.077
H 4.575 1.342 -1.335
H 3.811 0.237 -0.258
H 5.993 0.111 3.080
H 5.969 1.240 1.996
C -3.526 -1.263 5.071
C -2.799 -0.836 3.771
C -3.437 0.384 3.144
O -4.768 0.088 2.683
C -5.330 1.245 2.087
N -1.379 -0.568 4.067
H -3.016 -2.155 5.436
H -4.543 -1.567 4.821
H -3.554 -0.480 5.828
H -2.879 -1.655 3.057
H -2.783 0.697 2.330
H -3.487 1.241 3.815
H -4.999 1.319 1.051
H -5.262 2.148 2.692
H -6.396 1.032 2.167
H -0.939 -0.228 3.224
H -1.351 0.221 4.697
C -3.510 -4.733 1.387
C -2.912 -3.885 0.267
C -3.471 -2.470 0.054
O -2.566 -1.695 -0.693
C -3.284 -0.474 -1.027
N -1.455 -3.793 0.490
H -4.436 -5.211 1.066
H -3.729 -4.024 2.185
H -2.856 -5.577 1.607
H -2.993 -4.484 -0.641
H -3.643 -1.983 1.014
H -4.490 -2.520 -0.329
H -2.679 0.270 -1.546
H -3.741 -0.008 -0.154
H -4.168 -0.673 -1.633
H -1.114 -4.744 0.484
H -1.535 -3.652 1.487
C -1.901 2.821 -3.177
C -3.116 2.182 -3.848
C -3.483 2.998 -5.052
O -2.888 0.838 -4.246
H -1.217 3.176 -3.948
H -1.360 2.136 -2.525
H -2.178 3.676 -2.560
H -4.054 2.285 -3.303
H -2.918 2.853 -5.972
H -3.385 4.042 -4.755
H -4.527 2.882 -5.345
H -1.972 0.721 -4.506
C -0.958 4.941 2.247
C -1.028 4.376 0.862
C -2.444 3.786 0.669
O -0.731 5.389 -0.109
H -1.473 5.901 2.285
H 0.071 4.943 2.606
H -1.569 4.363 2.940
H -0.315 3.567 0.705
H -2.492 3.446 -0.366
H -3.290 4.458 0.814
H -2.518 2.896 1.294
H 0.142 5.359 -0.507
C -0.158 -4.237 3.887
C 1.088 -3.262 3.756
O 1.362 -2.908 2.499
O -1.229 -3.539 3.319
H -0.380 -4.419 4.938
H 0.010 -5.188 3.383
H 1.999 -3.722 4.139
H 0.955 -2.385 4.389
H 0.765 -2.196 2.256
H -1.410 -2.769 3.863
C 2.207 -0.020 -4.802
C 1.087 0.976 -5.095
O -0.140 0.494 -4.448
O 2.636 0.064 -3.465
H 3.100 0.082 -5.420
H 1.808 -1.017 -4.984
H 0.850 1.015 -6.159
H 1.284 1.984 -4.728
H 0.048 0.170 -3.564
H 1.848 -0.044 -2.927
C 3.153 4.129 -2.569
C 2.452 4.477 -1.213
O 1.952 5.771 -1.111
O 4.544 4.501 -2.512
H 2.644 4.593 -3.414
H 3.176 3.039 -2.536
H 3.071 4.216 -0.355
H 1.622 3.778 -1.107
H 2.717 6.351 -1.124
H 4.875 4.514 -3.413
```

LUMO energy (spin up / spin down) (Eh): -0.16558 / -0.12094
Gap between HOMO and LUMO (spin up / spin down) (eV): 6.6 / 7.8
F_max (hartree/bohr): 0.081
Spin multiplicity: 3
Total charge: +1
Electronic energy (eV): -92743.148


Which of these has the lowest total charge? C30H80O20


Among the records above, which one has the highest total charge? C30H80N5O14SSr


Look up the electronic energy of the first one. -80152.062 eV